# 1
18
Properties=species:S:1:pos:R:3:mulliken_charge:R:1 method="wB97M-V/def2-TZVPD" spin_multiplicity=1 total_charge=-1
H 0.79 3.25 -1.30 0.216
H -0.41 0.50 1.01 0.334
C -0.48 1.61 -1.45 0.605
N -0.23 -0.49 1.08 -0.513
H 1.70 0.09 0.79 0.323
N 0.02 2.82 -0.79 -0.533
H -0.75 3.45 -0.68 0.218
H 1.02 -0.85 -0.58 0.363
C 1.07 -0.75 0.51 -0.437
H -2.26 -0.66 0.67 0.303
O -1.69 1.38 -1.23 -0.726
H 1.22 -2.79 0.70 0.215
H -1.41 -2.26 0.61 0.248
H -1.22 -1.08 -0.65 0.343
O 0.38 0.93 -2.03 -0.732
H 1.83 -2.02 1.96 0.273
C -1.34 -1.18 0.44 -0.859
N 1.76 -1.96 0.95 -0.639

# 2
12
Properties=species:S:1:pos:R:3:mulliken_charge:R:1 method="wB97M-V/def2-TZVPD" spin_multiplicity=1 total_charge=0
H 0.25 1.06 -1.92 0.272
C 1.10 0.23 -0.12 -0.309
C -1.14 -0.60 0.29 0.445
H 0.44 2.26 -0.56 0.190
N 0.25 -1.09 0.21 -0.433
H 0.93 -1.64 1.08 0.321
H 1.78 -0.21 -0.96 0.216
C 0.18 1.10 -0.86 -0.287
H -2.00 -1.60 1.62 0.255
O -1.10 0.58 -0.55 -0.383
H 1.57 0.67 0.85 0.311
N -2.26 -0.75 0.92 -0.598

# 3
17
Properties=species:S:1:pos:R:3:mulliken_charge:R:1 method="wB97M-V/def2-TZVPD" spin_multiplicity=1 total_charge=0
O 0.43 -1.49 1.64 -0.618
C -1.46 0.72 -0.01 -1.432
H 0.35 2.81 -0.31 0.371
H -1.78 1.57 0.58 0.390
H 0.65 1.90 1.37 0.339
H -1.88 -0.17 0.49 0.320
H -1.16 -1.14 -1.53 0.252
H 0.45 -0.84 2.35 0.303
H -0.19 -2.08 -0.61 0.337
C 0.72 1.96 0.29 -1.388
H 1.88 -1.30 -0.53 0.349
C 0.01 0.77 -0.32 0.821
C 0.60 -0.27 -0.91 -0.430
N -0.19 -1.38 -1.35 -0.533
H -1.92 0.69 -1.02 0.381
H 1.81 1.97 0.21 0.342
H 0.83 -1.00 0.86 0.196

The evaluated frontier orbital gap for the records listed, in turn: 8.51; 10.17; 8.64 eV.
The evaluated DFT total energy for the records listed, in turn: -11840.35908; -8232.78893; -7859.63926 eV.
The evaluated relative energy (zero: lowest compared OMol25 entry of this formula, charge and spin) for the records listed, in turn: 0.500; 3.910; 4.914 eV.